(1)
{"formula": "C2H4Cl3OP", "method": "wB97M-V/def2-TZVPD", "symbols": ["C", "C", "O", "P", "Cl", "Cl", "Cl", "H", "H", "H", "H"], "coordinates": [[1.80036, 0.35485, -0.27218], [0.99804, -0.67826, 0.41380], [-2.99765, 0.08901, -1.49672], [-2.22172, -0.06638, -0.26467], [1.09500, -2.25364, -0.08899], [-1.74697, 2.03304, 0.22181], [-3.45645, -0.75262, 1.19369], [1.33336, 1.34027, -0.33781], [2.02232, 0.17704, -1.24728], [2.72594, 0.36769, 0.45254], [0.44778, -0.61100, 1.42582]], "nbo_charge": [-0.69, -0.15, -0.99, 1.40, 0.10, -0.38, -0.27, 0.26, 0.24, 0.25, 0.24], "total_charge": 0, "gap_ha": [0.319, 0.186], "multiplicity": 1}

(2)
{"formula": "C5H13NO", "method": "wB97M-V/def2-TZVPD", "symbols": ["C", "O", "H", "H", "H", "H", "C", "C", "C", "N", "C", "H", "H", "H", "H", "H", "H", "H", "H", "H"], "coordinates": [[-2.11845, 0.30467, -0.66355], [-1.92278, -0.19446, -1.97426], [-1.36749, 0.42636, -2.45635], [-2.66529, 1.25474, -0.68814], [-2.79015, -0.39401, -0.16428], [-1.00561, 0.48740, -0.10127], [1.42754, 1.28402, 1.26850], [1.38516, 0.02050, -0.91954], [0.80387, 0.15788, 0.47680], [-0.24837, -1.99674, 0.53479], [0.40864, -0.96367, 1.15353], [-0.65808, -1.69450, -0.36999], [-0.93921, -2.46907, 1.10038], [0.33567, -0.95206, 2.23591], [1.16787, 1.23117, 2.32409], [2.51618, 1.26232, 1.20855], [2.35557, -0.47859, -0.91490], [1.51575, 1.00280, -1.36883], [0.69830, -0.53666, -1.55609], [1.10087, 2.24790, 0.87466]], "nbo_charge": [-0.29, -0.74, 0.47, 0.16, 0.18, 0.20, -0.62, -0.64, -0.14, -0.82, 0.04, 0.39, 0.38, 0.18, 0.21, 0.20, 0.22, 0.21, 0.21, 0.20], "total_charge": 0, "gap_ha": 0.309, "multiplicity": 1, "smiles": "CC(C)=CN.CO"}

(3)
{"formula": "C21H28N4O2S", "method": "wB97M-V/def2-TZVPD", "symbols": ["C", "C", "C", "C", "N", "C", "H", "H", "H", "C", "H", "C", "N", "C", "O", "C", "C", "C", "C", "N", "N", "C", "C", "C", "C", "C", "C", "C", "H", "O", "C", "H", "H", "H", "H", "H", "H", "C", "H", "H", "H", "S", "H", "H", "H", "H", "H", "H", "H", "H", "H", "H", "H", "H", "H", "H"], "coordinates": [[1.89070, 1.90558, -7.47583], [3.13898, 1.75623, -6.61369], [3.35222, 0.33123, -6.10433], [2.28128, -0.10335, -5.09263], [2.50504, -1.37994, -4.43843], [2.45793, -2.50987, -5.34207], [1.57392, -2.42565, -5.97189], [3.34545, -2.58686, -5.98699], [2.37833, -3.42960, -4.76393], [3.66641, -1.41023, -3.56454], [3.82641, -0.40450, -3.17008], [3.41324, -2.35269, -2.38069], [2.17989, -1.99845, -1.72595], [2.14301, -1.50310, -0.46731], [3.11461, -1.47110, 0.26827], [0.82450, -1.03699, -0.01069], [0.56648, -0.53389, 1.22919], [-0.78868, -0.16500, 1.39841], [-1.52314, -0.41400, 0.22904], [-2.79668, -0.04510, 0.43553], [-2.93454, 0.43407, 1.67853], [-1.75536, 0.37973, 2.28993], [-1.59937, 0.83945, 3.65821], [-0.39520, 0.69991, 4.34037], [-0.28790, 1.15536, 5.64313], [-1.36341, 1.74561, 6.27334], [-2.57889, 1.88683, 5.59880], [-2.69137, 1.43380, 4.29443], [-3.60652, 1.52099, 3.73304], [-3.58318, 2.47933, 6.30520], [-4.83218, 2.64326, 5.67985], [-4.75722, 3.28177, 4.79369], [-5.26868, 1.68024, 5.39596], [-5.47081, 3.12526, 6.41868], [-1.29300, 2.10564, 7.28743], [0.64699, 1.04770, 6.17282], [0.45000, 0.23484, 3.86172], [-3.90864, -0.11762, -0.46457], [-4.08977, -1.15190, -0.76455], [-3.71637, 0.48083, -1.35753], [-4.78059, 0.27066, 0.05665], [-0.60184, -1.08211, -1.05506], [1.34794, -0.44696, 1.96101], [1.39715, -1.86773, -2.35077], [4.21358, -2.26298, -1.64331], [3.35746, -3.39163, -2.72028], [4.58241, -1.72804, -4.08733], [2.20331, 0.65523, -4.30735], [1.31036, -0.16908, -5.59038], [4.33177, 0.27464, -5.62354], [3.35419, -0.35555, -6.95322], [4.01111, 2.04690, -7.20448], [3.07624, 2.43803, -5.76226], [1.83371, 2.91232, -7.88349], [1.91479, 1.20201, -8.30541], [0.98978, 1.72476, -6.89546]], "nbo_charge": [-0.61, -0.39, -0.42, -0.20, -0.47, -0.41, 0.20, 0.17, 0.20, -0.23, 0.20, -0.23, -0.61, 0.64, -0.63, -0.29, -0.16, -0.13, -0.02, -0.17, -0.25, 0.10, 0.04, -0.24, -0.19, -0.26, 0.31, -0.31, 0.24, -0.49, -0.25, 0.18, 0.18, 0.20, 0.22, 0.21, 0.21, -0.41, 0.21, 0.21, 0.24, 0.37, 0.25, 0.41, 0.24, 0.19, 0.18, 0.19, 0.19, 0.20, 0.20, 0.20, 0.19, 0.21, 0.20, 0.20], "total_charge": 0, "gap_ha": 0.310, "multiplicity": 1, "smiles": "CCCCN(C)CCNC(=O)c1cc2c(-c3cccc(OC)c3)nn(C)c2s1"}

(4)
{"formula": "C35H35N5O5Sc", "method": "wB97M-V/def2-TZVPD", "symbols": ["Sc", "C", "N", "C", "C", "C", "N", "C", "C", "C", "C", "C", "C", "C", "O", "C", "C", "C", "N", "C", "C", "C", "C", "C", "C", "C", "O", "H", "H", "H", "H", "H", "H", "H", "H", "H", "H", "H", "H", "H", "H", "H", "H", "H", "H", "H", "H", "H", "H", "H", "H", "H", "O", "C", "C", "C", "C", "C", "C", "C", "O", "N", "N", "C", "C", "C", "C", "C", "C", "C", "O", "H", "H", "H", "H", "H", "H", "H", "H", "H", "H"], "coordinates": [[0.45640, -0.07870, -0.24069], [-2.82860, -0.08908, -0.02386], [-2.10391, 0.39946, 1.16087], [-2.64215, 1.70384, 1.56852], [-1.57731, 2.70188, 2.00156], [-0.82994, 3.32598, 0.82196], [0.33180, 2.56492, 0.40182], [1.44624, 3.19313, 0.47931], [2.71246, 2.78045, -0.06074], [3.88732, 3.45112, 0.30489], [5.09625, 3.13739, -0.26873], [5.14249, 2.14320, -1.25717], [4.00581, 1.48488, -1.65329], [2.74361, 1.76649, -1.06262], [1.67697, 1.15796, -1.43660], [-2.32293, -0.58711, 2.23178], [-1.64507, -0.34118, 3.58414], [-0.11760, -0.58396, 3.59822], [0.21665, -1.38360, 2.46157], [0.80292, -2.50152, 2.56746], [0.94412, -3.41202, 1.44539], [1.67868, -4.59232, 1.58384], [1.74224, -5.52756, 0.57370], [1.02283, -5.29677, -0.60302], [0.28497, -4.14788, -0.76822], [0.25403, -3.13269, 0.22257], [-0.39385, -2.02735, 0.02825], [-3.90332, -0.21264, 0.18659], [-2.41613, -1.04873, -0.33036], [-2.70794, 0.61134, -0.85079], [-3.36473, 1.56660, 2.38535], [-3.19833, 2.13685, 0.73365], [-0.85281, 2.21095, 2.65541], [-2.05974, 3.49699, 2.57698], [-0.54204, 4.35363, 1.08764], [-1.50481, 3.39607, -0.03798], [1.45669, 4.18739, 0.95127], [3.83118, 4.21870, 1.07115], [6.00275, 3.64352, 0.03862], [6.09570, 1.89772, -1.71212], [4.03280, 0.70371, -2.40374], [-1.98321, -1.54738, 1.84864], [-3.40819, -0.65092, 2.42662], [-2.11705, -1.04570, 4.27403], [-1.86294, 0.66026, 3.96445], [0.18135, -1.05086, 4.55060], [0.41023, 0.37032, 3.52176], [1.17448, -2.85567, 3.54500], [2.21133, -4.76719, 2.51440], [2.32816, -6.43084, 0.68966], [1.04973, -6.03290, -1.39923], [-0.25703, -3.96588, -1.68879], [2.93078, 1.53426, 3.15505], [3.95588, 0.66174, 3.05904], [4.99336, 0.77804, 3.98458], [6.08348, -0.06824, 3.92702], [6.15816, -1.04980, 2.94478], [5.13552, -1.17159, 2.02314], [4.02410, -0.32987, 2.06125], [2.94398, -0.46501, 1.05286], [1.86410, 0.24777, 1.20945], [3.16427, -1.26964, 0.05156], [2.10920, -1.29316, -0.84047], [2.28867, -1.88019, -1.95847], [1.30533, -1.93682, -3.02153], [1.61946, -2.73955, -4.12610], [0.76090, -2.91405, -5.18928], [-0.47118, -2.25717, -5.16211], [-0.80730, -1.44701, -4.10391], [0.05285, -1.23577, -2.99570], [-0.33175, -0.44315, -2.05225], [2.33035, 1.31779, 2.39859], [4.91945, 1.55242, 4.73804], [6.88126, 0.04378, 4.65158], [7.01566, -1.70967, 2.90118], [5.16195, -1.92638, 1.24973], [3.24593, -2.37282, -2.13054], [2.57850, -3.24797, -4.12615], [1.03461, -3.54630, -6.02405], [-1.17006, -2.38544, -5.98123], [-1.76032, -0.93132, -4.08234]], "mulliken_charge": [-1.16, -1.55, 1.34, -1.28, -0.16, -1.20, 0.42, -0.43, 0.57, -0.47, -0.80, -0.56, -0.41, 0.47, -0.84, -1.45, -1.09, -0.50, 0.82, -0.90, 0.92, -0.80, -0.77, -0.62, -0.47, 0.08, -0.07, 0.39, 0.22, 0.46, 0.32, 0.58, 0.00, 0.45, 0.47, 0.37, 0.16, 0.35, 0.37, 0.39, 0.46, 0.47, 0.61, 0.40, 0.40, 0.57, -0.07, 0.09, 0.36, 0.38, 0.42, 0.53, -0.77, 0.44, -0.81, -0.41, -0.90, -0.50, -0.14, 0.95, 1.13, -1.22, 1.84, -0.79, 1.32, -0.77, -0.82, -0.43, -1.04, 0.30, 0.10, -0.14, 0.47, 0.38, 0.41, 0.43, 0.25, 0.35, 0.38, 0.39, 0.39], "total_charge": -1, "gap_ha": 0.258, "multiplicity": 1}

Short version: ΔE to the lowest compared entry with this formula, charge and spin = 77.1 56.2 52.9 29.9 kcal/mol, in the order given.